Molecular formula: C4H2O4
Method: DFT, ωB97M-V with the def2-TZVPD basis set

Each atom is followed by the atoms it is bonded to, with distances in Å.
Cartesian coordinates (Å):
1 O -2.60850 1.11585 -0.70146  C2 1.189
2 C -2.08387 0.19398 -0.16345  O1 1.189, O3 1.367, C4 1.562
3 O -2.74801 -0.72122 0.60477  C2 1.367, H9 0.986
4 C -0.54562 -0.06236 -0.07659  C2 1.562, C5 1.177
5 C 0.63018 -0.01779 -0.04414  C4 1.177, C6 1.453
6 C 2.05589 0.23485 0.08133  C5 1.453, O7 1.219, O8 1.376
7 O 2.63269 1.17241 0.60576  C6 1.219
8 O 2.68552 -0.75665 -0.63462  C6 1.376, H10 1.009
9 H -3.66351 -0.35734 0.65604  O3 0.986
10 H 3.64523 -0.80174 -0.32765  O8 1.009

Results
HOMO = -11.3 eV
maximum force = 5.0 eV Å⁻¹

Atomic partial charges in e from the Mulliken method, atoms 1 to 6:
1 O -0.44
2 C 0.23
3 O -0.42
4 C 0.70
5 C 0.22
6 C -0.07

***

Molecular formula: C31H92N6O13
Method: DFT, ωB97M-V with the def2-TZVPD basis set

Each atom is followed by the atoms it is bonded to, with distances in Å.
Cartesian coordinates (Å):
1 C 0.50196 3.85123 -2.41929  O2 1.429, H7 1.107, H8 1.135, H9 1.115
2 O -0.83248 4.25893 -2.11230  C1 1.429, C3 1.450
3 C -1.80747 3.97964 -3.14865  O2 1.450, C4 1.582, H10 1.109, H11 1.150
4 C -1.71106 4.98830 -4.36395  C3 1.582, C5 1.530, N6 1.421, H12 1.089
5 C -2.11328 6.38761 -3.89376  C4 1.530, H13 1.112, H14 1.081, H15 1.085
6 N -2.62173 4.47672 -5.32763  C4 1.421, H16 1.022, H17 1.001
7 H 1.14712 4.72466 -2.63476  C1 1.107
8 H 0.62249 3.13977 -3.29541  C1 1.135
9 H 0.92901 3.36005 -1.51351  C1 1.115
10 H -1.85014 2.98555 -3.63781  C3 1.109
11 H -2.81152 4.11939 -2.60517  C3 1.150
12 H -0.68228 4.90726 -4.71277  C4 1.089
13 H -3.21190 6.53014 -3.80189  C5 1.112
14 H -1.75531 7.14768 -4.57324  C5 1.081
15 H -1.53526 6.46147 -2.97821  C5 1.085
16 H -2.62679 3.46830 -5.49145  N6 1.022
17 H -3.55623 4.71587 -5.05872  N6 1.001
18 C 3.45003 2.58367 0.15469  O19 1.433, H24 1.119, H25 1.105, H26 1.101
19 O 4.22345 1.60551 0.86124  C18 1.433, C20 1.385
20 C 4.01855 1.66593 2.22979  O19 1.385, C21 1.492, H27 1.106, H28 1.088
21 C 5.16067 1.07356 2.98485  C20 1.492, C22 1.522, N23 1.495, H29 1.059
22 C 5.44255 -0.36522 2.57495  C21 1.522, H30 1.052, H31 1.130, H32 1.156
23 N 5.08784 1.14539 4.47599  C21 1.495, H33 1.028, H34 1.060
24 H 3.84546 3.55994 0.53277  C18 1.119
25 H 2.38851 2.55756 0.46105  C18 1.105
26 H 3.69997 2.55453 -0.91695  C18 1.101
27 H 3.75640 2.66244 2.63033  C20 1.106
28 H 3.09226 1.16834 2.50805  C20 1.088
29 H 5.98347 1.64701 2.64626  C21 1.059
30 H 6.10436 -0.79993 3.26716  C22 1.052
31 H 5.77633 -0.50991 1.50483  C22 1.130
32 H 4.47127 -0.97421 2.72384  C22 1.156
33 H 4.43284 0.37045 4.64349  N23 1.028
34 H 4.46737 1.94321 4.79457  N23 1.060
35 C -0.23905 -1.51420 6.07034  O36 1.445, H41 1.058, H42 1.085, H43 1.095
36 O 0.75033 -1.70243 5.03420  C35 1.445, C37 1.415
37 C 0.72344 -3.05853 4.63202  O36 1.415, C38 1.532, H44 1.109, H45 1.112
38 C 1.55316 -3.96888 5.54359  C37 1.532, C39 1.562, N40 1.481, H46 1.131
39 C 3.07220 -3.62199 5.65023  C38 1.562, H47 1.059, H48 1.084, H49 1.090
40 N 1.35427 -5.28491 4.89454  C38 1.481, H50 1.017, H51 0.999
41 H -0.20770 -0.50339 6.38249  C35 1.058
42 H -0.15399 -2.25672 6.85631  C35 1.085
43 H -1.17656 -1.64594 5.52083  C35 1.095
44 H -0.30719 -3.43871 4.47767  C37 1.109
45 H 1.18983 -3.18039 3.62979  C37 1.112
46 H 1.12536 -3.91110 6.58880  C38 1.131
47 H 3.59538 -4.48469 5.97331  C39 1.059
48 H 3.37316 -2.84991 6.34881  C39 1.084
49 H 3.54753 -3.35300 4.70707  C39 1.090
50 H 0.38128 -5.57885 4.91532  N40 1.017
51 H 1.99999 -5.99247 5.17654  N40 0.999
52 C -0.68573 -4.66789 0.74203  O53 1.403, H58 1.062, H59 1.104, H60 1.046
53 O 0.12823 -5.77665 0.46754  C52 1.403, C54 1.401
54 C 1.43608 -5.31218 0.27855  O53 1.401, C55 1.470, H61 1.087, H62 1.045
55 C 2.24806 -6.31982 -0.41935  C54 1.470, C56 1.516, N57 1.470, H63 1.087
56 C 3.67741 -5.81743 -0.46239  C55 1.516, H64 1.112, H65 1.133, H66 1.106
57 N 1.78562 -6.54188 -1.79717  C55 1.470, H67 1.046, H68 1.042
58 H -0.82306 -3.92152 -0.00032  C52 1.062
59 H -0.29271 -4.10255 1.60476  C52 1.104
60 H -1.69907 -4.88569 0.88304  C52 1.046
61 H 1.43500 -4.29443 -0.10237  C54 1.087
62 H 1.79111 -5.14350 1.24696  C54 1.045
63 H 2.00380 -7.25945 0.06899  C55 1.087
64 H 3.77606 -4.99157 -1.20057  C56 1.112
65 H 4.41012 -6.62852 -0.75877  C56 1.133
66 H 4.07917 -5.44685 0.49944  C56 1.106
67 H 2.13193 -7.47350 -2.12259  N57 1.046
68 H 0.74773 -6.62822 -1.77827  N57 1.042
69 C -3.15976 -1.47901 -0.40908  O70 1.433, H75 1.067, H76 1.108, H77 1.091
70 O -3.70865 -1.21875 0.88851  C69 1.433, C71 1.399
71 C -4.19031 0.09226 0.96827  O70 1.399, C72 1.572, H78 1.081, H79 1.115
72 C -4.10918 0.56364 2.46604  C71 1.572, C73 1.520, N74 1.464, H80 1.101
73 C -5.10374 -0.09186 3.41034  C72 1.520, H81 1.099, H82 1.094, H83 1.052
74 N -4.15789 2.02595 2.52663  C72 1.464, H84 1.006, H85 1.036
75 H -2.99071 -2.52574 -0.52699  C69 1.067
76 H -2.22950 -0.91949 -0.63077  C69 1.108
77 H -3.83659 -1.17358 -1.20830  C69 1.091
78 H -3.61355 0.83419 0.43438  C71 1.081
79 H -5.21492 0.13148 0.53017  C71 1.115
80 H -3.17136 0.14332 2.86065  C72 1.101
81 H -6.00482 0.53241 3.48500  C73 1.099
82 H -4.83047 -0.30885 4.44686  C73 1.094
83 H -5.35916 -1.05792 3.08252  C73 1.052
84 H -3.41351 2.45029 1.99863  N74 1.006
85 H -5.07828 2.35214 2.17959  N74 1.036
86 C -0.33243 0.29426 1.00884  O87 1.411, H92 1.148, H93 1.115, H94 1.098
87 O 0.84641 0.57323 0.28485  C86 1.411, C88 1.472
88 C 0.69617 0.10015 -1.10137  O87 1.472, C89 1.527, H95 1.122, H96 1.110
89 C 0.90827 -1.38522 -1.38746  C88 1.527, C90 1.535, N91 1.506, H97 1.086
90 C 2.42603 -1.59553 -1.29507  C89 1.535, H98 1.112, H99 1.088, H100 1.067
91 N 0.51247 -1.53954 -2.83195  C89 1.506, H101 1.016, H102 0.994
92 H -1.29212 0.60595 0.46136  C86 1.148
93 H -0.28701 0.88625 1.95292  C86 1.115
94 H -0.31570 -0.78955 1.18659  C86 1.098
95 H -0.35700 0.32582 -1.41573  C88 1.122
96 H 1.32102 0.75987 -1.73817  C88 1.110
97 H 0.31651 -2.01546 -0.73057  C89 1.086
98 H 2.63212 -2.55727 -1.81431  C90 1.112
99 H 2.83386 -1.43594 -0.29873  C90 1.088
100 H 2.89600 -0.86877 -1.91830  C90 1.067
101 H -0.47795 -1.37378 -2.98571  N91 1.016
102 H 0.76658 -2.47824 -3.03672  N91 0.994
103 O -1.49826 5.62751 2.92673  C104 1.411, H107 1.018
104 C -1.83539 4.44039 3.61154  O103 1.411, C105 1.535, H108 1.075, H109 1.085
105 C -2.89708 4.73006 4.68109  C104 1.535, O106 1.409, H110 1.119, H111 1.065
106 O -3.26954 3.62223 5.46813  C105 1.409, H112 1.029
107 H -1.21608 5.43638 1.96776  O103 1.018
108 H -2.12627 3.60933 2.99432  C104 1.075
109 H -0.98442 4.05441 4.16273  C104 1.085
110 H -3.75921 5.29232 4.24113  C105 1.119
111 H -2.46602 5.43835 5.34934  C105 1.065
112 H -3.46652 2.84444 4.82357  O106 1.029
113 C 1.21694 -4.64189 -4.75249  O114 1.427, H115 1.088, H116 1.079, H117 1.120
114 O 0.88705 -4.38912 -3.38782  C113 1.427, H118 0.955
115 H 0.43495 -4.16445 -5.33925  C113 1.088
116 H 2.15220 -4.20871 -5.07108  C113 1.079
117 H 1.05060 -5.73047 -4.95819  C113 1.120
118 H 1.31503 -5.06564 -2.86725  O114 0.955
119 C -3.15803 5.16872 -0.02073  O120 1.437, H121 1.072, H122 1.094, H123 1.082
120 O -1.93878 4.51439 0.36724  C119 1.437, H124 0.995
121 H -3.06720 5.88160 -0.81623  C119 1.072
122 H -3.96001 4.43868 -0.16279  C119 1.094
123 H -3.57035 5.68051 0.83909  C119 1.082
124 H -1.32759 4.32905 -0.39534  O120 0.995
125 C -0.85365 2.18119 -7.00897  O126 1.409, H127 1.103, H128 1.098, H129 1.080
126 O -0.90839 1.89525 -5.63071  C125 1.409, H130 0.960
127 H -1.88948 2.21818 -7.38650  C125 1.103
128 H -0.33317 3.10744 -7.28688  C125 1.098
129 H -0.35004 1.45405 -7.62916  C125 1.080
130 H -0.13933 1.41369 -5.31771  O126 0.960
131 C -3.12514 0.34649 -3.70534  O132 1.433, H133 1.096, H134 1.128, H135 1.116
132 O -1.81998 0.20945 -3.13005  C131 1.433, H136 0.960
133 H -3.82993 -0.30568 -3.17688  C131 1.096
134 H -3.46734 1.41518 -3.82443  C131 1.128
135 H -3.09142 0.05288 -4.78151  C131 1.116
136 H -1.24992 0.77243 -3.65970  O132 0.960
137 C 2.55242 0.18220 -4.83674  O138 1.424, H139 1.059, H140 1.056, H141 1.093
138 O 1.17334 0.41354 -4.56657  C137 1.424, H142 0.964
139 H 2.95002 1.00241 -5.37527  C137 1.059
140 H 3.14915 0.15354 -3.96561  C137 1.056
141 H 2.64150 -0.80020 -5.30732  C137 1.093
142 H 0.93690 -0.30996 -3.97485  O138 0.964

Results
HOMO = -8.9 eV
maximum force = 2.9 eV Å⁻¹

Atomic partial charges in e from the Mulliken method, atoms 1 to 6:
1 C -0.19
2 O -0.31
3 C 0.52
4 C 0.49
5 C -1.33
6 N -0.65

***

Question: Which value of maximum force does entry 1 give?
Answer: 5.0 eV Å⁻¹